Record 1
This record from the Open Molecules 2025 dataset describes a 2-piece molecular cluster, C7H9ClOS overall at a distorted geometry. The level of theory is ωB97M-V with the def2-TZVPD basis set.

Positions of all 19 atoms, in Å:
Cl: 0.11935 1.62739 -2.63329
S: 0.98605 1.33329 2.98135
O: 2.45092 1.54181 2.90972
C: 0.36201 2.78734 3.44368
C: -1.26339 -1.84076 -2.39944
C: 0.20297 -0.03661 -1.66997
C: 1.39556 -0.13848 0.56486
C: 0.45185 0.20106 -0.20750
C: 2.44945 -0.59138 1.08768
C: -1.09039 -0.59888 -1.94898
H: 2.39948 -1.63246 1.53962
H: -0.45756 -2.48208 -2.43793
H: -1.97708 0.04421 -2.14747
H: 3.29363 0.03546 1.30276
H: -2.27784 -2.22908 -2.69815
H: 1.08122 -0.37309 -2.24886
H: -0.29418 0.86983 0.20469
H: 1.07185 3.51240 3.64217
H: -0.64469 2.91303 3.78419

The HOMO energy comes out at -9.697 eV. Its spin multiplicity is 1. As for the maximum force: 4.00 eV Å⁻¹. Its energy is -1205.55982 Eh. The calculation puts the energy above the lowest of the compared OMol25 structures with the same formula, charge and spin at 4.464 eV. The value obtained for the HOMO-LUMO gap is 9.18 eV.

Here are the natural (NBO) charges for atoms 1 to 2, given in e: atom 1 (Cl): -0.156, atom 2 (S): 1.167

***

Record 2
This record from the Open Molecules 2025 dataset describes a 10-piece molecular cluster, C40H50F30O20 overall at a distorted geometry. The level of theory is ωB97M-V with the def2-TZVPD basis set.

Positions of all 140 atoms, in Å:
F: -3.55431 -39.18978 16.20937
F: -3.37413 -37.08620 15.83590
F: 1.57982 -35.82295 22.41266
F: 0.04702 -33.99109 15.05797
F: -6.49061 -34.58383 9.41737
F: -3.51955 -29.04981 14.46475
F: 1.06556 -26.50434 18.64008
F: -2.14794 -34.85070 6.77086
F: -1.05005 -26.13085 18.29139
F: 0.37040 -25.82355 16.71144
F: 0.44582 -37.64325 22.95554
F: -3.06146 -31.05748 15.00907
F: 2.48033 -37.74545 22.22198
F: 2.61071 -33.49424 9.02056
F: -0.81733 -35.81182 15.69438
F: 0.07217 -40.35638 10.29109
F: -5.81135 -34.30305 11.42595
F: 3.63178 -32.24214 7.59608
F: 2.19332 -40.04827 10.53781
F: -4.52078 -30.68569 13.44621
F: -3.64681 -33.70284 5.67287
F: 0.85139 -38.36032 10.82698
F: 2.63164 -31.35102 9.35952
F: -4.07074 -35.68975 6.49166
F: -5.28936 -38.07983 15.57113
F: 7.68721 -33.72177 17.02614
F: 6.83366 -33.23742 18.89492
F: -4.43482 -33.98349 9.81736
F: 0.70694 -35.78489 14.05463
F: 6.13052 -32.19169 17.12979
O: 1.33107 -32.69992 6.45141
O: 4.45088 -34.04690 16.70342
O: -1.04004 -28.28213 16.49042
O: -3.75910 -37.66840 18.63923
O: -2.52424 -34.61060 13.87365
O: 5.74110 -35.61111 17.66577
O: -2.65890 -30.51883 11.68981
O: -3.75265 -36.46954 10.07474
O: 0.81784 -28.86532 17.58460
O: 0.39739 -38.08966 8.26847
O: -5.80294 -37.05573 10.68650
O: 1.73926 -39.79643 7.79330
O: 0.23298 -31.79133 8.14781
O: -0.92071 -34.70809 12.33386
O: -2.70988 -34.85168 3.53613
O: 1.09003 -38.09005 19.95462
O: -1.08107 -30.15900 13.20139
O: -5.78855 -37.12373 17.93011
O: -2.40218 -36.77955 4.66966
O: -0.20156 -36.34779 20.46473
C: -1.40866 -34.91418 13.54631
C: 5.54719 -34.48817 17.32495
C: 0.78990 -37.18577 20.68710
C: 2.27589 -34.61541 17.35657
C: -0.35655 -35.21515 14.61914
C: -5.04114 -36.21513 10.33122
C: 0.60000 -32.85084 4.19223
C: -0.62640 -36.09775 19.09708
C: 0.23240 -37.61448 6.95553
C: 1.06423 -36.35987 6.77746
C: -1.32012 -34.75448 19.20156
C: -7.78764 -36.75950 19.03536
C: -1.23640 -34.38040 9.98223
C: -1.59368 -29.09682 10.04253
C: -4.59422 -37.66898 17.77598
C: -2.67927 -35.62014 4.61930
C: -3.37543 -30.27509 13.97482
C: 1.25679 -32.18273 7.66503
C: -0.11880 -28.02905 17.21719
C: 1.13955 -39.12744 8.59124
C: 1.31296 -37.10143 22.11436
C: 0.15440 -32.57901 5.61940
C: 1.07229 -39.46525 10.09855
C: -3.15558 -34.90869 5.87424
C: 0.90282 -30.23318 17.08959
C: -2.23889 -30.30100 12.93584
C: 0.07482 -26.61014 17.75999
C: -3.61853 -36.27833 1.73257
C: 2.59512 -32.29208 8.41979
C: -5.46366 -34.72192 10.21918
C: 6.52909 -33.35105 17.60247
C: 3.38093 -34.93716 16.35142
C: -6.31510 -37.02521 19.27168
C: -0.18374 -31.10839 17.68806
C: -3.23543 -37.78976 10.23247
C: -4.18022 -38.02692 16.31978
C: -1.79393 -34.10120 11.36943
C: -2.48569 -37.97194 11.56465
C: -1.76045 -30.51415 10.59313
C: -2.44540 -35.51417 2.28956
H: -1.34444 -34.34850 18.18376
H: -0.57982 -33.29641 5.97907
H: 3.10040 -34.54121 15.37447
H: -4.58409 -35.78674 1.83093
H: -1.33789 -36.88039 18.83343
H: -0.19602 -31.55457 5.74021
H: -4.01044 -38.54107 10.08146
H: -2.48476 -28.78107 9.49997
H: -3.69377 -37.24330 2.23770
H: -8.34735 -36.71567 19.97414
H: 0.43720 -38.34476 6.17242
H: 0.86399 -35.61496 7.55805
H: -0.03292 -32.10177 17.26854
H: -6.15576 -37.89861 19.90678
H: -2.63680 -37.88548 9.32555
H: -7.94131 -35.77809 18.58499
H: -0.79018 -37.31887 6.70195
H: 2.04278 -33.55468 17.27146
H: -2.01075 -34.01952 9.30548
H: -0.31470 -33.83471 9.77238
H: -1.49103 -37.52318 11.59674
H: -0.73706 -33.99041 19.71712
H: -2.32569 -34.78722 19.61101
H: -3.37694 -36.44362 0.68257
H: -0.31386 -32.79374 3.60254
H: 1.90398 -30.43363 17.48104
H: -2.78931 -34.53065 11.41634
H: -2.16208 -31.07962 9.75243
H: -1.50491 -28.39507 10.87544
H: 2.54828 -34.88005 18.37800
H: -1.53598 -36.10888 2.37560
H: 1.34119 -35.13294 17.14123
H: -1.83161 -33.03144 11.56513
H: 2.11210 -36.65700 6.78202
H: 0.77605 -35.66653 5.98223
H: -1.10220 -30.74140 17.22053
H: 0.19748 -36.12971 18.39247
H: -0.97357 -35.41520 9.76234
H: 3.54226 -36.00517 16.21975
H: -2.21099 -34.76257 1.53381
H: -2.52542 -38.93283 12.06701
H: -0.72237 -28.94217 9.40912
H: -0.31740 -30.93600 18.75140
H: -5.73588 -36.24288 19.76467
H: -0.85375 -31.02659 10.91477
H: 1.10191 -33.81622 4.13887
H: -2.94935 -37.26150 12.26339
H: 1.07104 -30.18815 16.01313
H: -8.33105 -37.48383 18.43211
H: 1.34422 -32.10117 3.92807

The HOMO energy comes out at -10.858 eV. Its spin multiplicity is 1. As for the maximum force: 2.49 eV Å⁻¹. Its energy is -6055.06786 Eh. The structure (SMILES) is CCOC(=O)C(F)(F)F.CCOC(=O)C(F)(F)F.CCOC(=O)C(F)(F)F.CCOC(=O)C(F)(F)F.CCOC(=O)C(F)(F)F.CCOC(=O)C(F)(F)F.CCOC(=O)C(F)(F)F.CCOC(=O)C(F)(F)F.CCOC(=O)C(F)(F)F.CCOC(=O)C(F)(F)F. The calculation puts the energy above the lowest of the compared OMol25 structures with the same formula, charge and spin at 3.000 eV. The value obtained for the HOMO-LUMO gap is 10.99 eV.

Here are the Löwdin charges for atoms 1 to 2, given in e: atom 1 (F): 0.183, atom 2 (F): 0.170

***

Record 3
This record from the Open Molecules 2025 dataset describes C23H21CsN6O11 as an isolated structure. The level of theory is ωB97M-V with the def2-TZVPD basis set.

Positions of all 62 atoms, in Å:
Cs: -0.25163 -0.46009 0.28399
O: -1.37184 7.59563 0.43960
O: -4.70255 3.49340 -2.69197
O: 0.77373 2.25099 0.78666
O: -1.68161 -5.41042 1.12912
O: 0.54398 0.10299 -2.75758
O: -1.24510 -4.39323 3.80092
O: 1.79916 3.40398 -0.85182
O: -4.00741 1.64885 -1.83460
O: -3.36653 7.45906 -0.35382
O: 3.86208 -1.12965 -2.58113
O: -1.26700 1.73874 -1.62169
N: -2.26725 6.96576 -0.11295
N: 4.15466 -0.04562 -0.59886
N: -3.89582 2.84398 -2.02787
N: 0.62115 -3.33863 -0.61581
N: -0.60778 -1.00639 3.37112
N: -0.81484 -3.34368 1.75940
C: -1.34399 -2.05613 3.73326
C: 3.87515 1.11243 0.22870
C: 1.34511 -4.42180 -2.62139
C: -0.77151 5.00408 -0.20008
C: -2.02081 5.59842 -0.47917
C: -1.13374 -3.41283 3.06453
C: -0.95175 -4.43358 0.97763
C: 0.56638 -5.52733 -2.31336
C: -2.31181 -1.96545 4.73350
C: 1.33443 -3.35039 -1.74174
C: -0.12609 -4.40114 -0.31718
C: -3.02274 4.87834 -1.09143
C: -0.18010 -5.51753 -1.14938
C: -1.51992 2.89867 -1.21294
C: -0.82351 0.16370 3.97134
C: 4.97396 -1.08886 -0.03402
C: -0.38882 -0.70570 -3.44240
C: -0.52674 3.70714 -0.53132
C: 0.81039 3.06367 -0.17553
C: -2.78666 3.55693 -1.41902
C: -1.78774 0.35290 4.94735
C: -2.54646 -0.74423 5.33557
C: 3.65005 -0.17456 -1.84450
H: 3.21799 1.81953 -0.28013
H: -2.85393 -2.85966 5.00707
H: -0.92176 -0.14504 -4.21671
H: 3.37590 0.81180 1.15267
H: -3.31197 -0.64441 6.09628
H: -3.97893 5.32879 -1.30460
H: -0.20624 0.99198 3.63476
H: -1.93781 1.33267 5.38120
H: -0.00365 5.59325 0.28150
H: 4.80981 1.62110 0.48925
H: 5.06027 -1.89710 -0.75567
H: 0.04962 0.87390 -2.40645
H: 4.52360 -1.47029 0.88656
H: -0.81150 -6.34197 -0.85145
H: 1.92292 -2.46408 -1.95783
H: 5.97169 -0.70704 0.20700
H: 0.54089 -6.38561 -2.97533
H: 3.00049 0.66290 -2.13602
H: 1.94675 -4.37348 -3.51940
H: 0.15718 -1.52651 -3.90862
H: -1.13980 -1.13311 -2.76516

The HOMO energy comes out at -2.986 eV. Its spin multiplicity is 1. As for the maximum force: 0.14 eV Å⁻¹. Its energy is -2065.40370 Eh. The calculation puts the energy above the lowest of the compared OMol25 structures with the same formula, charge and spin at 0.000 eV. The value obtained for the HOMO-LUMO gap is 6.87 eV. The charge is -2.

Here are the natural (NBO) charges for atoms 1 to 2, given in e: atom 1 (Cs): 0.950, atom 2 (O): -0.437

***

Record 4
This record from the Open Molecules 2025 dataset describes an isolated ion of composition C7H12NOS and charge +1 at a distorted geometry. The level of theory is ωB97M-V with the def2-TZVPD basis set.

Positions of all 22 atoms, in Å:
S: 1.05612 0.13169 -2.96704
O: 2.40473 -0.62748 -0.86775
N: -1.23446 0.24294 -0.31104
C: 0.88186 -0.57887 0.97474
C: -1.69598 -0.43334 -1.56796
C: 1.28557 -0.19892 -1.44010
C: 0.14928 -0.23823 -0.09561
C: 2.40185 -0.83225 0.58537
C: -1.35974 1.78528 -0.44548
C: 0.45560 -0.53816 2.42477
H: -0.55336 2.16739 -1.20561
H: -0.08406 -1.45464 2.60655
H: -2.77365 -0.27246 -1.59977
H: -1.84189 -0.13034 0.37650
H: 1.29006 -0.38798 3.07487
H: -0.25796 0.40436 2.47749
H: -1.18794 2.19995 0.57795
H: 2.80996 -1.81785 0.78971
H: -1.35583 -1.51193 -1.30172
H: -1.05986 0.12550 -2.29527
H: 3.01686 -0.15594 1.03818
H: -2.34715 2.12129 -0.82877

The HOMO energy comes out at -12.622 eV. Its spin multiplicity is 1. As for the maximum force: 4.90 eV Å⁻¹. Its energy is -801.75491 Eh. The structure (SMILES) is CC1=C([NH+](C)C)C(=S)OC1. The calculation puts the energy above the lowest of the compared OMol25 structures with the same formula, charge and spin at 2.638 eV. The value obtained for the HOMO-LUMO gap is 9.16 eV. The charge is +1.

Here are the natural (NBO) charges for atoms 1 to 2, given in e: atom 1 (S): 0.085, atom 2 (O): -0.464